[1]
Below is C5H14NOS as an isolated structure in a non-equilibrium geometry, with properties calculated with ωB97M-V/def2-TZVPD.

Last column: Mulliken charge in e.
Geometry (Å):
C 2.09 0.46 -0.17  -1.51
C 1.31 -1.81 -0.15  -1.48
C -3.41 -0.08 -0.21  -0.86
C 1.00 -0.44 -0.71  0.21
C -0.56 0.38 0.06  -0.19
N -0.42 0.83 1.56  -0.22
O -0.64 1.51 -0.73  -0.49
S -1.78 -0.92 -0.09  0.01
H 1.91 1.46 -0.35  0.43
H 2.23 0.24 0.91  0.38
H 3.06 0.20 -0.63  0.41
H 1.21 -1.80 0.86  0.45
H 2.21 -2.16 -0.57  0.45
H 0.47 -2.39 -0.49  0.41
H -4.02 -0.91 -0.68  0.34
H -3.16 0.69 -0.90  0.31
H -3.89 0.11 0.71  0.30
H 0.52 -0.27 -1.64  0.53
H -1.18 1.56 1.93  0.38
H 0.46 1.26 1.54  0.33
H -0.37 0.00 2.10  0.38
H -0.46 1.21 -1.66  0.43

Computed properties:
- LUMO: -3.455 eV
- Charge: +1
- Orbital gap: 9.78 eV
- Energy above the lowest of the compared OMol25 structures with the same formula, charge and spin: 221.9 kJ/mol

[2]
Below is a 2-piece molecular cluster, C5H14NS2 overall in a non-equilibrium geometry, with properties calculated with ωB97M-V/def2-TZVPD.

Last column: Mulliken charge in e.
Geometry (Å):
C 0.04 -1.86 2.11  -1.09
C 1.08 -0.90 1.52  0.05
C 0.80 0.53 2.04  -0.68
S 2.03 1.73 1.51  -0.28
H 0.14 -2.88 1.66  0.29
H -0.99 -1.54 1.78  0.18
H 0.04 -1.95 3.19  0.38
H 2.15 -1.17 1.65  0.36
H 0.88 -0.81 0.40  0.00
H 0.82 0.47 3.14  0.35
H -0.19 0.81 1.60  0.22
H 1.52 1.83 0.26  0.10
C -2.15 -0.81 -2.46  -0.32
C -1.98 0.06 -1.27  -0.53
S -0.29 0.82 -1.25  -0.68
N -1.10 -1.85 -2.35  -0.63
H -2.01 -0.15 -3.40  0.18
H -3.20 -1.23 -2.53  0.35
H -2.07 -0.59 -0.36  -0.01
H -2.74 0.83 -1.23  0.35
H -0.26 -1.25 -2.30  0.18
H -0.97 -2.42 -3.23  0.21

Computed properties:
- LUMO: 3.398 eV
- Charge: -1
- Orbital gap: 6.33 eV
- Energy above the lowest of the compared OMol25 structures with the same formula, charge and spin: 29.8 kJ/mol

[3]
Below is a 3-piece molecular cluster, C5H14NS2 overall in a non-equilibrium geometry, with properties calculated with ωB97M-V/def2-TZVPD.

Last column: Mulliken charge in e.
Geometry (Å):
N 0.68 -3.94 0.61  -0.63
C 3.18 -0.23 -1.34  -0.05
C 2.51 0.14 -2.48  -0.31
S -0.27 -0.59 -0.19  0.08
S 0.77 0.84 1.07  0.30
C -0.59 2.04 1.16  -0.60
C -2.00 1.46 1.48  -0.44
C -2.92 1.17 0.26  -1.00
H 1.56 -4.29 0.30  0.24
H 0.63 -2.96 0.28  0.20
H -0.17 -4.46 0.35  0.24
H 2.46 -0.47 -0.52  -0.24
H 4.26 -0.53 -1.32  0.30
H 2.97 0.31 -3.45  0.25
H 1.46 0.40 -2.41  0.14
H -0.15 2.81 1.90  0.41
H -0.65 2.40 0.19  0.46
H -1.86 0.48 2.04  0.29
H -2.59 2.19 2.09  0.35
H -3.67 0.52 0.64  0.34
H -2.28 0.67 -0.45  0.27
H -3.34 2.03 -0.21  0.38

Computed properties:
- LUMO: -8.896 eV
- Charge: +1
- Orbital gap: 3.73 eV
- Energy above the lowest of the compared OMol25 structures with the same formula, charge and spin: 566.8 kJ/mol

[4]
Below is a 2-piece molecular cluster, C5H14O overall in a non-equilibrium geometry, with properties calculated with ωB97M-V/def2-TZVPD.

Last column: Mulliken charge in e.
Geometry (Å):
C 0.19 -2.02 -0.29  -0.96
C 1.09 -0.79 -0.19  -0.79
C 0.47 0.50 0.75  0.27
C -0.67 1.03 -0.03  -1.29
C 1.59 1.58 0.95  -1.36
H -0.59 -1.83 0.49  0.20
H -0.27 -2.11 -1.28  0.17
H 0.81 -2.84 -0.13  0.40
H 2.01 -1.27 0.41  0.27
H 1.50 -0.39 -1.08  0.54
H 0.14 0.01 1.64  0.36
H -1.02 2.17 0.01  0.26
H -1.83 0.62 0.19  0.51
H -0.47 0.90 -1.10  0.37
H 2.60 1.07 1.11  0.34
H 1.09 2.27 1.70  0.35
H 1.59 2.17 0.05  0.34
H -2.59 -1.02 -0.71  0.34
H -2.48 0.20 -1.52  0.40
O -3.17 -0.25 -0.98  -0.71

Computed properties:
- LUMO: 0.900 eV
- Charge: 0
- Orbital gap: 11.15 eV
- Energy above the lowest of the compared OMol25 structures with the same formula, charge and spin: 222.6 kJ/mol

[5]
Below is a 3-piece molecular cluster, C5H14O3 overall in a non-equilibrium geometry, with properties calculated with ωB97M-V/def2-TZVPD.

Last column: Mulliken charge in e.
Geometry (Å):
O 1.77 1.41 -1.36  -0.43
C 1.79 0.35 -1.93  -0.09
C 0.62 -0.58 -1.97  -0.66
C -0.34 -0.73 -0.77  0.76
C -0.52 0.36 0.30  -1.42
C -1.68 -1.33 -1.19  -1.49
H 2.68 0.01 -2.49  0.32
H -0.05 -0.16 -2.73  0.30
H 0.78 -1.58 -2.36  0.40
H 0.14 -1.45 -0.12  0.13
H 0.37 0.91 0.39  0.28
H -0.84 -0.06 1.22  0.42
H -1.13 1.25 0.08  0.33
H -1.59 -2.34 -1.59  0.37
H -2.25 -1.46 -0.27  0.36
H -2.22 -0.68 -1.85  0.40
H -1.99 -2.40 5.20  0.32
H -3.09 -3.38 5.50  0.32
O -2.38 -3.23 4.88  -0.64
H 0.96 4.56 0.75  0.29
H 1.09 3.08 0.34  0.36
O 1.59 3.85 0.62  -0.63

Computed properties:
- LUMO: 0.753 eV
- Charge: 0
- Orbital gap: 10.70 eV
- Energy above the lowest of the compared OMol25 structures with the same formula, charge and spin: 62.2 kJ/mol

[6]
Below is a 4-piece molecular cluster, C5H14O3 overall in a non-equilibrium geometry, with properties calculated with ωB97M-V/def2-TZVPD.

Last column: Mulliken charge in e.
Geometry (Å):
C 3.13 1.77 0.76  -0.85
C 2.46 1.68 -0.38  -0.07
C 1.16 2.31 -0.63  -0.20
C 0.58 2.14 -1.82  -0.04
C -0.71 2.73 -2.26  -1.06
H 4.09 1.29 0.88  0.25
H 2.81 2.30 1.64  0.26
H 2.98 1.28 -1.22  0.25
H 0.71 3.02 0.03  0.31
H 1.00 1.41 -2.50  0.30
H -1.40 1.90 -2.51  0.23
H -0.65 3.23 -3.23  0.30
H -1.23 3.21 -1.42  0.32
H -0.07 -6.03 2.61  0.32
H 1.14 -5.13 1.97  0.32
O 0.85 -5.78 2.61  -0.64
H -0.51 -0.62 3.88  0.32
H -0.64 -2.15 3.62  0.32
O -1.10 -1.37 3.95  -0.64
H -4.67 -0.31 -2.53  0.32
H -4.31 -1.78 -2.58  0.32
O -4.62 -1.05 -3.14  -0.64

Computed properties:
- LUMO: 0.431 eV
- Charge: 0
- Orbital gap: 9.13 eV
- Energy above the lowest of the compared OMol25 structures with the same formula, charge and spin: 125.2 kJ/mol

[7]
Below is a 2-piece molecular cluster, C5H14O4 overall in a non-equilibrium geometry, with properties calculated with ωB97M-V/def2-TZVPD.

Last column: Mulliken charge in e.
Geometry (Å):
C -0.50 -2.03 0.31  0.97
C -0.06 -2.34 -1.10  -1.24
O 0.52 -1.04 1.03  -0.31
O 1.88 -1.31 0.71  -0.38
O -1.55 -1.21 0.39  -0.54
O -0.68 -3.14 1.11  -0.54
H 2.31 -1.27 1.58  0.32
H -1.33 -0.72 1.25  0.34
H 0.03 -3.77 0.95  0.33
H 0.05 -1.41 -1.64  0.27
H -0.82 -2.96 -1.57  0.38
H 0.89 -2.86 -1.09  0.37
C -0.02 2.79 -0.36  -0.33
C -0.19 2.34 1.09  -0.81
C 0.02 1.60 -1.31  -0.86
H 0.91 3.36 -0.45  0.28
H -0.84 3.45 -0.64  0.29
H 0.14 1.93 -2.35  0.37
H -0.18 3.19 1.77  0.35
H -1.14 1.81 1.21  0.17
H 0.60 1.65 1.37  0.17
H -0.89 1.01 -1.23  0.24
H 0.85 0.93 -1.05  0.17

Computed properties:
- LUMO: 0.623 eV
- Charge: 0
- Orbital gap: 10.57 eV
- Energy above the lowest of the compared OMol25 structures with the same formula, charge and spin: 364.9 kJ/mol

[8]
Below is a 2-piece molecular cluster, C5H14OS overall in a non-equilibrium geometry, with properties calculated with ωB97M-V/def2-TZVPD.

Last column: Mulliken charge in e.
Geometry (Å):
C -0.52 1.08 -2.18  -1.13
C -1.43 0.42 -1.15  -0.43
C -0.93 0.44 0.29  -0.33
C 0.50 -0.12 0.44  -0.93
S 0.71 -1.77 -0.29  -0.06
C -0.10 -2.79 0.97  -0.81
H -0.17 2.07 -1.86  0.28
H 0.40 0.52 -2.35  0.26
H -1.06 1.21 -3.09  0.38
H -1.67 -0.57 -1.53  0.31
H -2.40 0.92 -1.13  0.35
H -1.54 -0.22 0.88  0.23
H -0.92 1.48 0.62  0.22
H 1.31 0.50 0.07  0.39
H 0.72 -0.22 1.50  0.45
H 0.64 -3.41 1.46  0.32
H -0.82 -3.43 0.47  0.26
H -0.58 -2.14 1.70  0.25
H 0.35 3.05 2.15  0.32
H 0.55 4.21 1.20  0.32
O 1.04 3.61 1.77  -0.64

Computed properties:
- LUMO: 0.718 eV
- Charge: 0
- Orbital gap: 9.13 eV
- Energy above the lowest of the compared OMol25 structures with the same formula, charge and spin: 14.4 kJ/mol

[9]
Below is a 2-piece molecular cluster, C5H14OS2 overall in a non-equilibrium geometry, with properties calculated with ωB97M-V/def2-TZVPD.

Last column: Mulliken charge in e.
Geometry (Å):
S -1.76 0.18 0.53  -0.11
S 0.33 -3.53 2.24  -0.05
C 0.00 0.00 0.00  -0.75
C 1.78 -2.48 2.69  -0.81
C -1.94 -1.28 1.52  -0.65
C -0.91 -2.73 3.22  -0.80
C -1.15 -1.34 2.84  -0.30
H 0.20 0.70 -0.82  0.34
H 0.17 -1.03 -0.36  0.25
H 0.71 0.21 0.82  0.21
H 2.61 -2.93 2.12  0.32
H 1.99 -2.59 3.77  0.30
H 1.73 -1.40 2.45  0.25
H -1.83 -2.20 0.92  0.31
H -3.01 -1.20 1.82  0.32
H -0.56 -2.71 4.27  0.37
H -1.89 -3.24 3.21  0.36
H -0.19 -0.83 2.67  0.09
H -1.74 -0.73 3.55  0.36
O -2.14 -3.02 -2.33  -0.64
H -2.66 -3.58 -1.71  0.31
H -2.61 -2.16 -2.34  0.32

Computed properties:
- LUMO: 0.652 eV
- Charge: 0
- Orbital gap: 9.08 eV
- Energy above the lowest of the compared OMol25 structures with the same formula, charge and spin: 73.5 kJ/mol

[10]
Below is a 2-piece molecular cluster, C5H14S overall in a non-equilibrium geometry, with properties calculated with ωB97M-V/def2-TZVPD.

Last column: Mulliken charge in e.
Geometry (Å):
C 0.53 -2.73 0.86  -0.85
C 1.96 -2.68 1.36  -0.80
H 0.09 -3.72 0.75  0.34
H -0.17 -2.13 1.44  0.26
H 0.38 -2.33 -0.16  0.24
H 2.05 -2.70 2.44  0.26
H 2.52 -1.79 1.06  0.26
H 2.49 -3.54 0.93  0.30
C -1.21 1.65 -1.26  -0.30
C -1.91 2.75 -2.06  -1.28
C 0.48 1.11 0.91  -0.65
S -0.83 2.27 0.39  -0.15
H -1.91 0.81 -1.19  0.28
H -0.32 1.32 -1.81  0.36
H -2.03 2.44 -3.10  0.34
H -1.38 3.70 -2.00  0.36
H 1.38 1.65 1.11  0.34
H 0.17 0.62 1.83  0.29
H 0.59 0.36 0.14  0.08
H -2.90 2.95 -1.65  0.32

Computed properties:
- LUMO: 0.997 eV
- Charge: 0
- Orbital gap: 9.42 eV
- Energy above the lowest of the compared OMol25 structures with the same formula, charge and spin: 35.5 kJ/mol

[11]
Below is a 2-piece molecular cluster, C5H14S overall in a non-equilibrium geometry, with properties calculated with ωB97M-V/def2-TZVPD.

Last column: Mulliken charge in e.
Geometry (Å):
C -0.89 -2.10 1.47  -0.21
C 0.55 -2.60 1.39  -1.11
C -0.96 -0.88 2.42  -1.20
H -1.25 -1.90 0.47  0.29
H -1.59 -2.85 1.86  0.31
H 0.83 -2.94 2.39  0.37
H -1.93 -0.37 2.31  0.29
H -0.90 -1.26 3.43  0.41
H -0.17 -0.15 2.22  0.30
H 0.59 -3.45 0.70  0.31
H 1.30 -1.87 1.08  0.26
C 0.41 0.78 -0.83  -0.12
C 0.38 -0.05 -2.16  -1.21
S 0.25 2.53 -1.26  -0.23
H -0.34 0.45 -0.13  0.04
H 1.41 0.71 -0.40  0.32
H 0.89 -0.97 -1.91  0.29
H -0.04 2.98 -0.04  0.11
H 1.02 0.53 -2.84  0.44
H -0.63 -0.07 -2.55  0.34

Computed properties:
- LUMO: 0.919 eV
- Charge: 0
- Orbital gap: 9.89 eV
- Energy above the lowest of the compared OMol25 structures with the same formula, charge and spin: 33.4 kJ/mol

[12]
Below is a 2-piece molecular cluster, C5H14S overall in a non-equilibrium geometry, with properties calculated with ωB97M-V/def2-TZVPD.

Last column: Mulliken charge in e.
Geometry (Å):
C 1.36 -0.41 3.13  -0.90
C 2.95 -0.43 0.95  -0.85
S 1.26 -1.09 1.40  -0.07
H 2.30 -0.79 3.68  0.30
H 1.21 0.68 3.00  0.26
H 0.56 -0.84 3.70  0.35
H 3.78 -1.09 1.04  0.36
H 3.17 0.28 1.64  0.30
H 2.74 0.11 -0.07  0.25
C -2.12 0.96 -1.54  -0.27
C -0.94 0.27 -0.76  -0.81
C -2.35 -0.01 -2.74  -1.08
H -3.01 0.99 -0.91  0.30
H -1.77 1.89 -1.85  0.30
H -0.59 -0.58 -1.24  0.35
H -1.57 -0.70 -3.12  0.32
H -3.15 -0.73 -2.33  0.23
H -1.29 0.25 0.38  0.12
H 0.09 0.79 -0.69  0.21
H -2.64 0.45 -3.69  0.31

Computed properties:
- LUMO: 0.945 eV
- Charge: 0
- Orbital gap: 9.43 eV
- Energy above the lowest of the compared OMol25 structures with the same formula, charge and spin: 204.9 kJ/mol

Which value of charge does entry 4 give? 0

The lowest orbital gap belongs to which entry? number 3